(1)
DFT (the ωB97M-V functional and the def2-TZVPD basis) results for a structure of composition C30H30F3IrN3O5P2S.

CARTESIAN COORDINATES (ANGSTROEM)
Ir 0.718 0.556 -0.817
C 4.326 3.280 -0.235
C 2.958 2.673 -0.471
N 2.859 1.279 -0.033
O 3.904 0.593 -0.528
C 2.505 2.732 -1.924
C 3.029 3.719 -2.907
N 1.581 1.887 -2.221
O 0.958 1.760 -3.308
H 4.639 3.130 0.798
H 4.287 4.350 -0.428
H 5.060 2.815 -0.888
H 3.758 -0.328 -0.265
H 4.109 3.619 -3.018
H 2.821 4.737 -2.569
H 2.558 3.567 -3.875
C -1.969 -1.831 -1.836
N -1.373 -1.434 -0.538
P -1.467 0.241 -0.042
C -2.880 0.982 -0.863
C -4.144 0.390 -0.943
C -5.172 1.043 -1.599
C -4.951 2.289 -2.176
C -3.701 2.881 -2.102
C -2.664 2.225 -1.454
C -1.811 0.250 1.734
C -3.137 0.128 2.186
C -3.458 0.112 3.524
C -2.441 0.242 4.468
C -1.134 0.390 4.065
C -0.806 0.398 2.708
P 0.341 -1.733 -0.399
C 0.545 -2.505 1.212
C -0.542 -2.862 2.003
C -0.324 -3.453 3.242
C 0.967 -3.686 3.687
C 2.055 -3.333 2.895
C 1.843 -2.741 1.664
C 0.806 -2.989 -1.598
C 1.329 -2.580 -2.824
C 1.697 -3.524 -3.771
C 1.553 -4.875 -3.490
C 1.038 -5.288 -2.267
C 0.668 -4.349 -1.318
H -3.041 -1.678 -1.811
H -1.783 -2.890 -1.994
H -1.556 -1.272 -2.680
H -4.330 -0.579 -0.496
H -6.148 0.581 -1.662
H -5.759 2.794 -2.689
H -3.528 3.848 -2.554
H -1.682 2.680 -1.410
H -3.941 0.057 1.470
H -4.489 0.017 3.835
H -2.676 0.238 5.525
H -0.330 0.504 4.779
H 0.645 0.505 1.479
H -1.549 -2.677 1.652
H -1.170 -3.726 3.858
H 1.131 -4.141 4.654
H 3.063 -3.519 3.241
H 2.695 -2.467 1.050
H 1.438 -1.522 -3.039
H 2.100 -3.206 -4.723
H 1.848 -5.612 -4.225
H 0.929 -6.342 -2.052
H 0.273 -4.672 -0.362
F -0.534 3.068 1.352
C 0.241 3.972 1.948
F -0.073 4.026 3.240
F 0.045 5.156 1.394
S 2.050 3.495 1.882
O 2.775 4.718 2.174
O 1.905 3.329 0.242
O 0.512 0.558 2.443

Atomic forces in eV per Å
Ir 0.104 -0.567 0.013
C 0.014 0.069 0.037
C -0.007 -0.153 0.022
N -0.351 -0.048 -0.187
O 0.099 0.058 0.209
C 0.022 -0.075 -0.046
C -0.001 0.052 0.037
N -0.075 0.118 -0.042
O 0.067 -0.036 0.028
H -0.022 0.001 0.007
H 0.008 -0.002 -0.002
H -0.010 -0.009 -0.016
H -0.052 -0.027 -0.032
H 0.001 0.003 0.002
H 0.007 -0.001 0.005
H -0.016 -0.015 0.006
C -0.092 -0.066 0.085
N 0.042 -0.067 -0.072
P 0.368 -0.033 0.306
C 0.025 0.043 -0.159
C -0.006 0.052 0.022
C 0.006 0.006 0.004
C -0.020 -0.002 -0.006
C 0.006 -0.025 0.024
C -0.015 0.035 -0.018
C -0.118 0.020 0.133
C 0.034 -0.055 -0.045
C 0.038 0.017 0.026
C -0.038 -0.010 0.016
C -0.011 0.010 -0.050
C -0.060 -0.048 0.040
P -0.127 0.447 -0.323
C 0.057 -0.001 0.034
C -0.008 -0.032 0.017
C -0.012 0.019 -0.007
C 0.014 0.015 -0.009
C -0.031 -0.010 0.015
C 0.015 0.030 0.026
C 0.052 -0.063 -0.012
C -0.049 0.013 -0.035
C -0.018 -0.002 0.022
C -0.003 -0.005 0.002
C 0.002 0.004 -0.007
C -0.025 -0.001 -0.004
H 0.000 -0.008 0.007
H 0.011 0.002 0.010
H -0.001 0.014 0.005
H -0.009 0.001 -0.021
H -0.001 0.000 -0.002
H -0.003 0.000 0.005
H 0.001 0.001 -0.002
H 0.004 -0.012 -0.007
H 0.020 -0.002 -0.012
H -0.003 -0.003 -0.001
H -0.001 0.005 -0.002
H 0.010 0.001 -0.004
H 0.122 0.044 0.067
H 0.012 -0.001 0.007
H 0.001 -0.003 0.001
H 0.001 -0.006 -0.001
H 0.002 0.005 0.005
H -0.007 -0.014 -0.020
H 0.014 -0.001 0.014
H 0.006 0.003 0.001
H -0.006 -0.001 -0.002
H 0.003 -0.001 0.002
H 0.015 0.008 0.010
F -0.089 0.042 -0.059
C 0.084 0.151 0.107
F -0.073 0.021 0.010
F -0.021 -0.050 -0.018
S 0.368 0.008 0.037
O -0.195 -0.145 -0.022
O -0.023 0.321 -0.065
O -0.059 -0.040 -0.114

Values from the calculation:
Highest occupied orbital energy (alpha / beta) ... -10.00 / -11.24 eV
Relative energy (zero: lowest compared OMol25 entry of this formula, charge and spin) ... 21.40 kcal/mol
Total charge ... +1
Energy ... -3186.0654 hartree
Expectation value of S² ... 6.02
Multiplicity ... 5

=====

(2)
DFT (the ωB97M-V functional and the def2-TZVPD basis) results for a cluster of 2 separate species, C5H8FN2 in total at a distorted geometry.

CARTESIAN COORDINATES (ANGSTROEM)
C 2.363 1.229 -0.653
C 1.076 1.020 -0.499
C 2.259 -0.655 0.415
C -2.301 -0.855 -0.878
C -2.352 0.449 -0.718
N 3.063 0.175 -0.115
N 1.076 -0.199 0.077
F -2.314 1.030 0.566
H 2.932 2.068 -0.983
H 0.152 1.375 -0.817
H 2.243 -1.609 0.842
H -2.392 -1.271 -1.927
H -2.361 -1.442 0.083
H -2.651 1.219 -1.455
H 0.077 -0.687 0.153
H 4.116 0.119 -0.164

Atomic forces in eV per Å
C 5.872 1.609 -0.105
C -2.856 -3.858 1.534
C -0.864 -6.287 4.965
C -0.273 -0.738 0.115
C -0.996 1.672 0.954
N 8.798 5.301 -4.102
N -12.368 1.473 -1.730
F 0.167 -0.958 -1.697
H -0.031 0.472 -0.476
H -1.043 1.314 -0.557
H 1.336 -1.098 0.371
H 0.136 0.335 1.674
H 0.355 0.191 -1.419
H 0.680 -0.533 0.387
H 3.094 1.019 -0.065
H -2.005 0.086 0.152

Values from the calculation:
Highest occupied orbital energy (alpha / beta) ... -9.76 / -14.07 eV
Relative energy (zero: lowest compared OMol25 entry of this formula, charge and spin) ... 21.73 kcal/mol
Total charge ... +1
Energy ... -404.1983 hartree
Expectation value of S² ... 2.01
Multiplicity ... 3

=====

(3)
DFT (the ωB97M-V functional and the def2-TZVPD basis) results for a cluster of 2 separate species, C4H7N2O in total at a distorted geometry.

CARTESIAN COORDINATES (ANGSTROEM)
C 1.226 -1.240 -0.821
C -0.815 0.723 1.347
C -0.246 -1.135 -0.295
C -0.763 0.179 0.010
N 1.384 2.548 -1.158
N 0.834 1.623 -0.954
O 1.944 -0.333 -1.046
H 1.498 -2.296 -0.949
H -1.843 0.546 1.705
H -0.723 1.810 1.367
H -0.133 0.250 2.051
H -0.818 -1.612 -1.095
H -0.232 -1.769 0.599
H -1.313 0.706 -0.763

Atomic forces in eV per Å
C 0.350 -0.076 -0.053
C 0.281 0.246 0.344
C -0.352 0.027 0.115
C -0.272 0.024 -0.230
N -0.393 -0.745 0.088
N -0.068 1.558 0.064
O 0.665 -0.782 -0.106
H 0.056 -0.038 -0.034
H -0.098 -0.134 -0.112
H -0.003 -0.008 -0.065
H 0.013 -0.022 -0.038
H -0.066 -0.004 0.029
H -0.048 0.057 -0.040
H -0.063 -0.103 0.040

Values from the calculation:
Highest occupied orbital energy ... -15.21 eV
Relative energy (zero: lowest compared OMol25 entry of this formula, charge and spin) ... 58.63 kcal/mol
Total charge ... +1
Energy ... -341.0428 hartree
Multiplicity ... 1

=====

(4)
DFT (the ωB97M-V functional and the def2-TZVPD basis) results for a cluster of 2 separate species, C4H11S in total at a distorted geometry.

CARTESIAN COORDINATES (ANGSTROEM)
C 2.184 -0.613 0.787
C 1.905 -1.189 2.212
H 2.700 -1.396 0.223
H 2.897 0.195 0.915
H 1.209 -0.317 0.377
H 2.611 -1.959 2.524
H 2.127 -0.405 2.955
H 0.887 -1.549 2.334
C -2.760 0.720 -1.187
C -1.498 1.222 -1.842
S -0.324 -0.072 -2.382
H -2.580 -0.281 -0.773
H -3.484 0.508 -2.008
H -3.174 1.360 -0.411
H -0.919 1.843 -1.095
H -1.780 1.934 -2.628

Atomic forces in eV per Å
C -0.195 -1.079 1.436
C 0.847 0.826 0.263
H -0.509 0.276 -0.440
H -0.164 0.381 -0.363
H 0.749 0.096 -0.555
H -0.081 -0.377 -0.325
H -0.625 -0.079 -0.102
H -0.011 -0.043 0.043
C -0.589 -1.467 -0.880
C 1.455 1.104 0.990
S -0.337 0.040 -0.238
H 0.105 0.289 0.241
H 0.014 0.351 0.676
H -0.214 0.273 -0.053
H -0.623 -0.398 -0.545
H 0.177 -0.191 -0.147

Values from the calculation:
Highest occupied orbital energy ... -2.16 eV
Relative energy (zero: lowest compared OMol25 entry of this formula, charge and spin) ... 21.62 kcal/mol
Total charge ... -1
Energy ... -557.1883 hartree
Multiplicity ... 1

=====

(5)
DFT (the ωB97M-V functional and the def2-TZVPD basis) results for an isolated molecule of C22H21N3O3S at a distorted geometry.

CARTESIAN COORDINATES (ANGSTROEM)
C -0.569 2.908 -2.428
C 0.672 2.517 -2.314
C 1.148 1.397 -1.372
N 0.119 0.306 -1.311
C -0.969 0.099 -0.414
C -1.408 0.958 0.741
O -0.426 1.206 1.772
C -0.581 0.899 3.105
C -0.328 1.851 4.076
C -0.840 1.685 5.323
C -1.362 0.431 5.853
C -1.350 -0.549 4.864
C -1.056 -0.339 3.545
C -1.269 -1.475 2.558
C -0.140 -2.350 2.274
C -0.400 -3.478 1.589
C -1.714 -3.768 1.113
C -2.778 -2.957 1.554
C -2.553 -1.808 2.234
N -1.694 -0.951 -0.854
N -1.001 -1.605 -1.795
C 0.029 -0.843 -2.182
S 1.402 -1.234 -3.276
C 2.777 -2.188 -2.422
C 2.321 -3.182 -1.383
C 3.248 -2.871 -0.126
O 4.144 -1.839 -0.476
C 3.852 -1.318 -1.634
O 4.273 -0.289 -2.107
H -0.885 3.800 -2.922
H -1.350 2.389 -1.829
H 1.385 3.186 -2.810
H 2.112 1.004 -1.651
H 1.134 1.673 -0.353
H -2.340 0.602 1.149
H -1.762 1.838 0.337
H 0.245 2.723 3.825
H -0.598 2.410 6.041
H -1.751 0.269 6.858
H -1.506 -1.591 5.011
H 0.898 -2.022 2.556
H 0.402 -4.276 1.441
H -1.889 -4.577 0.408
H -3.804 -3.162 1.142
H -3.377 -1.185 2.654
H 3.289 -2.678 -3.201
H 1.290 -2.963 -1.159
H 2.388 -4.091 -1.915
H 2.679 -2.591 0.772
H 4.001 -3.696 -0.043

Atomic forces in eV per Å
C -1.762 -0.827 1.512
C 1.286 0.478 0.417
C -2.001 -0.574 -1.103
N -1.202 -2.356 0.026
C 0.667 -0.716 -2.293
C 0.380 -1.421 1.016
O 0.835 0.284 -0.935
C -1.427 -1.029 -0.366
C -0.083 0.297 -0.949
C -0.131 -2.461 2.462
C 0.712 1.364 -2.720
C -0.267 -0.417 1.250
C 0.559 0.610 -2.565
C 2.385 -0.098 1.583
C -0.717 2.880 0.776
C 0.007 -3.017 -1.478
C 0.079 0.943 1.074
C -0.933 -2.096 -3.039
C -0.372 1.079 1.598
N 1.390 0.863 1.920
N 0.962 1.126 -1.857
C 0.938 0.548 2.593
S -0.243 0.043 -0.299
C -0.500 1.827 2.399
C 0.154 1.853 0.646
C 0.454 -2.706 -1.168
O 0.196 1.149 0.512
C -1.639 1.515 -3.310
O 0.401 -0.661 0.939
H 0.026 0.295 -0.555
H 0.386 0.314 -0.769
H 0.346 -0.760 0.234
H 0.179 -0.261 -0.115
H 0.575 1.044 1.095
H -0.064 -0.987 0.257
H 0.046 2.738 -0.703
H -0.131 0.495 -0.126
H -0.024 1.241 0.848
H 0.411 0.209 -0.312
H -0.696 -0.662 0.928
H -1.246 -0.508 -0.032
H -0.985 1.334 -0.113
H 0.023 -0.028 0.394
H 1.119 0.043 0.679
H 0.629 -0.515 -0.641
H 0.500 -0.264 -1.285
H -0.433 -0.276 0.359
H 0.167 -1.685 0.579
H 0.391 -0.333 -0.303
H -1.347 0.087 0.940

Values from the calculation:
Highest occupied orbital energy ... -8.78 eV
Relative energy (zero: lowest compared OMol25 entry of this formula, charge and spin) ... 132.44 kcal/mol
Energy ... -1638.9694 hartree
Multiplicity ... 1

=====

(6)
DFT (the ωB97M-V functional and the def2-TZVPD basis) results for a structure of composition C6H11NO2 at a distorted geometry.

CARTESIAN COORDINATES (ANGSTROEM)
C -1.521 0.622 1.559
C -1.079 1.208 0.241
C 0.265 0.993 -0.382
C -0.976 0.413 -1.049
C -0.529 -1.008 -0.835
O -1.092 -2.041 -0.561
N 0.894 -0.293 -0.123
C 1.769 -0.473 1.019
H -1.075 -0.361 1.752
H -1.233 1.290 2.383
H -2.613 0.504 1.578
H -1.465 2.215 0.057
H 0.865 1.805 -0.796
H -1.376 0.762 -2.000
H 1.886 -1.550 1.196
H 2.753 -0.015 0.831
H 1.359 -0.021 1.934
H 1.566 -1.087 -1.499
O 0.880 -1.791 -2.292
H 0.722 -1.169 -3.011

Atomic forces in eV per Å
C -0.051 -0.145 0.214
C 0.065 -0.172 0.293
C 0.283 -0.190 -0.598
C 0.794 0.325 -1.397
C -0.835 -1.855 3.837
O 1.548 2.578 -0.904
N -0.700 -0.408 -1.636
C -0.516 -0.296 0.410
H -0.107 0.221 -0.135
H -0.089 -0.137 -0.200
H 0.268 0.024 0.008
H 0.047 -0.309 -0.072
H -0.226 -0.115 0.197
H -0.136 -0.140 0.359
H 0.141 0.253 -0.014
H -0.232 -0.211 -0.018
H 0.051 -0.098 -0.074
H -3.036 -1.943 -2.176
O 2.518 2.626 2.221
H 0.212 -0.008 -0.314

Values from the calculation:
Highest occupied orbital energy ... -8.79 eV
Relative energy (zero: lowest compared OMol25 entry of this formula, charge and spin) ... 112.09 kcal/mol
Energy ... -440.3086 hartree
Multiplicity ... 1